1.
Here is a cluster of 2 separate species, C38H38BF3O4S in total at a distorted geometry from the Open Molecules 2025 dataset. Energies are from wB97M-V/def2-TZVPD.

Element x y z (Å)
C  6.253086  -0.404008  -0.673279
O  5.399835  0.421153  -1.499424
C  4.083667  0.511568  -1.171225
C  3.170391  0.801742  -2.207196
C  1.843556  0.452576  -2.045322
C  1.372626  -0.076541  -0.837607
C  -0.020678  -0.594021  -0.644933
B  0.376415  -2.324026  -0.332781
O  -0.677065  -3.216297  -0.304982
C  -0.245376  -4.348983  -1.105223
C  0.156556  -5.484761  -0.171588
C  -1.437741  -4.789261  -1.928655
C  1.007954  -3.767930  -1.886733
C  2.115946  -4.744528  -2.203570
C  0.616711  -3.043268  -3.178136
O  1.523873  -2.801919  -0.948114
C  -0.650002  -0.074961  0.618763
C  -0.625241  1.309317  0.865125
C  -1.181935  1.861328  2.005769
C  -1.635579  1.006089  3.011533
O  -2.047398  1.571320  4.226129
C  -1.320125  1.265582  5.371478
C  -1.985903  1.475779  6.583759
C  -1.302784  1.265347  7.778993
C  0.042997  0.874326  7.762882
C  0.699312  0.672862  6.544862
C  0.018681  0.852960  5.332861
C  -1.680281  -0.375544  2.805723
C  -1.218811  -0.898591  1.601802
C  2.271391  -0.166280  0.243185
C  3.599410  0.191329  0.119755
H  7.170862  -0.504066  -1.254129
H  6.456790  0.096793  0.282203
H  5.812987  -1.395457  -0.490990
H  3.546467  1.208100  -3.142097
H  1.138284  0.582647  -2.871242
H  -0.654134  -0.532756  -1.529056
H  0.375811  -6.387120  -0.755914
H  1.041101  -5.224678  0.422461
H  -0.670852  -5.717265  0.507737
H  -1.182004  -5.656804  -2.546870
H  -2.254738  -5.077704  -1.255803
H  -1.798834  -3.987377  -2.580826
H  1.771657  -5.474252  -2.944700
H  2.969239  -4.210738  -2.634688
H  2.459583  -5.283778  -1.316049
H  0.359095  -3.766578  -3.964962
H  -0.233747  -2.357849  -3.040704
H  1.468966  -2.448151  -3.532641
H  -0.158891  1.959137  0.123052
H  -1.209189  2.939702  2.160285
H  -3.025054  1.798144  6.546754
H  -1.826591  1.417718  8.722832
H  0.581040  0.726892  8.701009
H  1.748001  0.372850  6.514625
H  0.515303  0.687603  4.373738
H  -2.061912  -1.022985  3.597984
H  -1.295771  -1.971398  1.451643
H  1.914584  -0.543035  1.202062
H  4.278477  0.137098  0.973139
C  -1.523860  -0.625457  -5.283122
C  -1.740746  0.127718  -4.029677
C  -2.667450  -0.167501  -3.038259
C  -2.691935  0.805910  -2.001572
C  -1.749602  1.816628  -2.178907
C  -1.753573  3.113198  -1.517770
C  -2.830355  3.492531  -0.686113
C  -2.772190  4.671040  0.037296
C  -1.645777  5.480873  -0.079689
C  -1.552256  6.693842  0.803317
F  -0.380831  7.373680  0.646548
F  -2.566752  7.585219  0.562597
F  -1.635305  6.345313  2.129367
C  -0.613956  5.182666  -0.965343
C  -0.675373  4.000736  -1.688524
S  -0.937653  1.621526  -3.726523
H  -2.100539  -1.558585  -5.250455
H  -1.848403  -0.040066  -6.156363
H  -0.462238  -0.873799  -5.414062
H  -3.317660  -1.038871  -3.099437
H  -3.361010  0.772251  -1.146791
H  -3.712232  2.856857  -0.610520
H  -3.592892  4.966662  0.686466
H  0.228986  5.856526  -1.077018
H  0.143582  3.754053  -2.368144

Cartesian forces (eV/Å) of the 6 atoms listed first:
C -0.5 0.6 -0.3
O 0.6 0.1 0.2
C -0.7 -0.4 0.3
C 1.0 -0.4 0.5
C -0.7 0.1 0.4
C 0.6 0.7 0.0

Results
SMILES string: COc1ccc([C@@H](B2OC(C)(C)C(C)(C)O2)c2ccc(Oc3ccccc3)cc2)cc1.Cc1ccc(-c2ccc(C(F)(F)F)cc2)s1
Lowest unoccupied orbital energy (eV): -0.057
Energy relative to the best compared isomer or geometry (same formula, charge and spin) (eV): 0.0000
HOMO level (eV): -7.540
Molecular weight (g mol⁻¹): 658.59


2.
Here is a structure of composition C6H9Cl2F6NO5PdS2 at a distorted geometry from the Open Molecules 2025 dataset. Energies are from wB97M-V/def2-TZVPD.

Element x y z (Å)
Pd  -0.135086  0.206806  -0.179933
F  -2.485893  -2.189119  -2.435158
C  -1.144573  -2.204717  -2.383223
F  -0.703745  -3.262340  -3.139805
F  -0.818823  -2.457159  -1.028194
S  -0.461857  -0.536153  -3.001445
O  -1.579121  0.450251  -2.993926
O  0.098694  -1.012752  -4.236033
N  0.688437  -0.279341  -1.902935
S  2.266347  0.248532  -1.982257
O  2.458682  1.539839  -1.290934
O  2.899508  0.059443  -3.247373
C  3.084295  -1.070621  -0.825997
F  2.602911  -0.912012  0.427502
F  4.406225  -0.981636  -0.837376
F  2.791340  -2.357672  -1.149265
C  0.235831  1.134384  3.726997
C  -0.106369  1.533789  2.284188
C  1.048377  1.995067  1.481223
O  -0.709681  0.280870  1.766881
H  0.579806  1.983464  4.316536
H  1.006376  0.328521  3.706429
H  -0.601447  0.718744  4.307043
H  -0.942999  2.275393  2.233960
H  1.601839  1.074942  1.100510
H  1.707743  2.628949  2.090180
H  0.766555  2.628965  0.639967
Cl  -4.930290  -0.418756  1.745176
C  -3.625967  -0.522356  0.466648
Cl  -3.458488  1.075304  -0.314676
H  -3.881446  -1.240168  -0.323982
H  -2.657183  -0.718458  0.979272

Cartesian forces (eV/Å) of the 6 atoms listed first:
Pd -1.2 -0.1 2.5
F 0.9 0.1 -0.1
C -0.4 -1.5 1.3
F -0.5 2.0 1.5
F -0.3 0.4 -2.1
S -1.4 -0.1 -2.3

Results
Lowest unoccupied orbital energy (alpha / beta) (eV): 0.335 / -3.496
2S+1: 3
HOMO level (alpha / beta) (eV): -10.489 / -11.002
Molecular weight (g mol⁻¹): 530.59
Expectation value of S²: 2.01


3.
Here is an isolated molecule of C4H9NO2 at a distorted geometry from the Open Molecules 2025 dataset. Energies are from wB97M-V/def2-TZVPD.

Element x y z (Å)
C  -0.775613  1.598481  1.288723
C  -0.304429  0.191801  0.898921
O  1.110660  -0.310596  1.090025
C  -0.505850  0.137378  -0.698480
N  -0.207660  -1.291812  -1.120358
C  1.120069  -1.543835  -1.721698
O  2.128497  -0.851853  -1.486665
H  -0.322776  2.438196  0.695951
H  -1.869940  1.776437  1.359849
H  -0.170503  2.009102  2.146230
H  -1.039313  -0.604130  1.328023
H  1.418340  0.026230  1.984069
H  0.323453  0.653672  -1.111523
H  -1.450889  0.518658  -1.090847
H  -0.541589  -2.353341  -1.083076
H  1.087543  -2.394389  -2.479144

Cartesian forces (eV/Å) of the 6 atoms listed first:
C 2.6 2.0 1.1
C -1.1 -1.5 -2.0
O -2.1 2.3 1.8
C 0.5 -3.4 2.5
N 3.0 -3.0 -2.8
C 0.1 2.6 1.5

Results
SMILES string: C[C@H](O)CNC=O
Lowest unoccupied orbital energy (eV): 0.910
Energy relative to the best compared isomer or geometry (same formula, charge and spin) (eV): 3.4724
HOMO level (eV): -9.150
Molecular weight (g mol⁻¹): 103.12


4.
Here is a cluster of 2 separate species, C7H7N3O3 in total at a distorted geometry from the Open Molecules 2025 dataset. Energies are from wB97M-V/def2-TZVPD.

Element x y z (Å)
C  1.090172  -1.290322  -2.326308
O  0.059561  -0.119664  -2.280917
C  -0.487045  0.646124  -1.265928
O  -1.189150  1.574863  -1.526297
C  0.091950  0.570481  0.071689
C  0.128983  1.583762  1.063950
C  0.665149  1.386063  2.276333
C  1.408249  0.250803  2.551293
C  1.122726  -0.729817  1.589242
N  0.647692  -0.609849  0.393402
H  0.953151  -1.756263  -3.304561
H  0.586454  -1.782128  -1.599918
H  2.137773  -0.912710  -2.255973
H  -0.341644  2.505742  0.732671
H  0.656901  2.221570  3.002445
H  2.070145  0.158920  3.307492
H  1.219419  -1.721479  1.999052
N  -2.494207  -1.059651  -0.523198
N  -3.547326  -0.544607  -0.810402
O  -4.778955  -0.371837  -1.094068

Cartesian forces (eV/Å) of the 6 atoms listed first:
C -0.7 3.3 -1.6
O 0.0 0.4 -0.6
C 2.7 0.6 -1.5
O -1.2 0.0 -0.7
C 2.0 -1.0 2.6
C -2.5 0.2 -4.0

Results
SMILES string: COC(=O)c1ccccn1.N#[N+][O-]
Lowest unoccupied orbital energy (eV): -0.329
Energy relative to the best compared isomer or geometry (same formula, charge and spin) (eV): 4.1286
HOMO level (eV): -9.512
Molecular weight (g mol⁻¹): 181.15


5.
Here is a cluster of 2 separate species, CH3O3Si in total at a distorted geometry from the Open Molecules 2025 dataset. Energies are from wB97M-V/def2-TZVPD.

Element x y z (Å)
C  3.250258  0.063203  1.230137
O  4.086548  0.001810  2.097087
O  3.142156  0.908452  0.268836
O  -2.469244  -0.488614  -0.714370
Si  1.564141  -0.144799  0.449663
H  -2.272011  -1.389317  -1.021706
H  1.429469  -0.598614  -1.021385
H  0.367913  0.620509  0.958411

Cartesian forces (eV/Å) of the 6 atoms listed first:
C 0.9 -0.1 1.7
O -0.5 -0.7 -0.4
O -1.5 0.2 -0.8
O 0.4 -0.3 0.0
Si 0.2 1.2 -1.9
H -0.1 0.3 0.1

Results
Net charge: -1
Lowest unoccupied orbital energy (eV): 2.386
Energy relative to the best compared isomer or geometry (same formula, charge and spin) (eV): 4.5179
HOMO level (eV): -2.541
Molecular weight (g mol⁻¹): 91.12


6.
Here is a structure of composition C3H7N3O at a distorted geometry from the Open Molecules 2025 dataset. Energies are from wB97M-V/def2-TZVPD.

Element x y z (Å)
C  1.446025  -0.363825  0.430041
C  0.637537  0.725343  -0.165385
C  -0.814732  0.347653  -0.574406
N  -1.287779  1.212106  -1.521027
N  1.090622  -1.589331  0.247508
N  -1.327478  -0.783010  -0.318304
O  1.123586  1.789585  -0.491868
H  -0.817990  2.098616  -1.608779
H  -2.253565  1.121857  -1.783577
H  -0.979860  -0.443995  1.771969
H  -0.308085  -1.560720  -0.041191
H  1.671196  -2.309815  0.665913
H  2.264874  -0.055688  1.079005
H  -0.444351  -0.188777  2.310102

Cartesian forces (eV/Å) of the 6 atoms listed first:
C 0.0 -1.6 0.7
C -1.0 0.4 -1.5
C 0.9 -1.2 -0.7
N -0.1 0.7 0.3
N 1.0 1.2 -0.2
N 1.9 -1.7 0.2

Results
Lowest unoccupied orbital energy (eV): -1.033
Energy relative to the best compared isomer or geometry (same formula, charge and spin) (eV): 4.1504
HOMO level (eV): -8.249
Molecular weight (g mol⁻¹): 101.11